Entry 1:
# C66H174N24O12P6

A 12-piece molecular cluster, C66H174N24O12P6 overall at a distorted geometry (the ωB97M-V functional and the def2-TZVPD basis, the Open Molecules 2025 dataset).

Cartesian coordinates (Å):
C  9.56  -29.65  -3.07
O  9.45  -30.61  -3.85
N  9.12  -28.41  -3.40
C  9.07  -27.36  -2.39
C  8.45  -28.14  -4.64
H  10.03  -29.75  -2.08
H  8.03  -27.18  -2.12
H  9.60  -26.48  -2.75
H  9.57  -27.63  -1.46
H  8.76  -27.21  -5.13
H  8.70  -28.96  -5.32
H  7.37  -28.15  -4.47
C  14.30  -22.57  3.38
O  13.23  -22.23  3.78
N  15.45  -22.10  3.91
C  16.73  -22.75  3.65
C  15.39  -21.12  5.04
H  14.43  -23.22  2.51
H  17.25  -23.20  4.49
H  17.28  -22.05  3.03
H  16.59  -23.56  2.93
H  15.11  -21.60  5.97
H  16.39  -20.81  5.35
H  14.73  -20.26  4.89
C  18.07  -26.08  0.60
O  17.96  -25.52  1.71
N  17.89  -27.41  0.45
C  17.38  -28.26  1.50
C  18.01  -28.12  -0.83
H  18.38  -25.62  -0.35
H  17.57  -29.33  1.34
H  16.35  -28.08  1.81
H  17.91  -28.03  2.43
H  18.12  -27.49  -1.71
H  18.95  -28.65  -0.77
H  17.26  -28.87  -1.06
C  11.42  -26.14  -9.62
O  12.60  -26.15  -10.05
N  11.00  -26.70  -8.45
C  9.55  -26.89  -8.11
C  12.01  -27.33  -7.57
H  10.62  -25.86  -10.32
H  9.35  -26.33  -7.20
H  9.26  -27.92  -7.92
H  8.83  -26.58  -8.86
H  13.06  -27.15  -7.83
H  12.00  -27.00  -6.53
H  11.91  -28.42  -7.56
O  18.99  -19.52  2.52
P  20.15  -19.82  1.67
N  19.75  -20.61  0.21
C  20.04  -20.07  -1.12
C  18.68  -21.53  0.18
N  21.26  -20.89  2.42
C  22.18  -21.76  1.61
C  21.77  -20.54  3.76
N  21.16  -18.51  1.27
C  22.49  -18.72  0.67
C  20.80  -17.07  1.40
H  19.26  -20.33  -1.84
H  20.96  -20.45  -1.54
H  20.14  -19.00  -0.96
H  18.70  -22.04  1.14
H  18.75  -22.30  -0.60
H  17.77  -20.94  0.04
H  21.58  -22.24  0.83
H  22.99  -21.20  1.13
H  22.69  -22.47  2.26
H  21.06  -20.26  4.53
H  22.33  -21.35  4.22
H  22.57  -19.81  3.68
H  23.26  -18.85  1.43
H  22.42  -19.47  -0.12
H  22.73  -17.77  0.19
H  21.61  -16.36  1.55
H  20.10  -17.03  2.24
H  20.25  -16.68  0.55
O  21.59  -22.93  -6.11
P  20.23  -22.33  -6.02
N  20.25  -20.71  -5.49
C  19.05  -19.96  -5.18
C  21.46  -19.91  -5.52
N  19.22  -23.08  -4.90
C  18.19  -24.08  -5.23
C  19.54  -22.96  -3.46
N  19.41  -22.30  -7.51
C  20.36  -22.25  -8.59
C  18.22  -21.51  -7.78
H  19.04  -19.46  -4.21
H  18.12  -20.53  -5.26
H  18.98  -19.22  -5.97
H  22.27  -20.53  -5.91
H  21.69  -19.52  -4.52
H  21.24  -19.03  -6.13
H  18.22  -24.16  -6.31
H  18.28  -25.03  -4.71
H  17.24  -23.60  -5.00
H  19.74  -23.94  -3.02
H  20.42  -22.33  -3.31
H  18.67  -22.59  -2.92
H  21.29  -22.79  -8.45
H  19.91  -22.79  -9.43
H  20.63  -21.22  -8.85
H  17.47  -21.44  -7.00
H  17.65  -21.92  -8.62
H  18.51  -20.50  -8.04
O  12.48  -23.41  -2.58
P  13.71  -24.16  -2.80
N  13.59  -25.82  -2.75
C  12.30  -26.42  -2.93
C  14.71  -26.75  -2.92
N  14.87  -23.90  -1.55
C  14.53  -24.15  -0.14
C  16.28  -23.68  -1.73
N  14.52  -23.84  -4.33
C  14.22  -24.64  -5.56
C  14.88  -22.45  -4.60
H  12.33  -27.48  -2.69
H  11.87  -26.27  -3.92
H  11.59  -25.92  -2.28
H  15.66  -26.23  -2.79
H  14.62  -27.22  -3.90
H  14.58  -27.51  -2.16
H  13.79  -23.49  0.32
H  14.08  -25.14  -0.08
H  15.34  -24.18  0.59
H  16.91  -24.41  -1.23
H  16.60  -23.74  -2.77
H  16.59  -22.73  -1.29
H  14.56  -24.10  -6.44
H  14.47  -25.70  -5.42
H  13.13  -24.64  -5.49
H  13.96  -21.90  -4.77
H  15.38  -22.38  -5.57
H  15.44  -21.94  -3.81
O  12.25  -30.43  -0.59
P  12.04  -30.01  0.81
N  12.59  -28.40  1.25
C  12.51  -27.29  0.38
C  13.01  -28.06  2.64
N  12.91  -31.04  1.93
C  14.39  -30.96  1.96
C  12.30  -32.26  2.48
N  10.39  -30.10  1.34
C  9.96  -29.60  2.70
C  9.26  -30.25  0.40
H  12.10  -26.49  0.99
H  11.72  -27.53  -0.33
H  13.47  -27.02  -0.07
H  12.68  -28.85  3.31
H  12.86  -27.03  2.94
H  14.09  -27.93  2.76
H  14.78  -30.94  2.98
H  14.83  -31.80  1.42
H  14.79  -30.11  1.41
H  11.30  -32.48  2.13
H  12.94  -33.09  2.19
H  12.39  -32.41  3.56
H  10.00  -30.41  3.43
H  10.50  -28.73  3.08
H  8.93  -29.23  2.72
H  8.92  -29.31  -0.04
H  8.49  -30.74  1.00
H  9.44  -30.98  -0.39
O  13.58  -16.54  -0.57
P  14.22  -17.88  -0.79
N  15.76  -17.86  -1.49
C  16.89  -17.59  -0.67
C  15.94  -17.33  -2.88
N  13.38  -18.97  -1.82
C  11.94  -18.81  -1.69
C  13.80  -20.21  -2.41
N  14.37  -18.83  0.67
C  15.22  -20.02  0.66
C  13.74  -18.36  1.95
H  16.82  -16.55  -0.35
H  17.80  -17.72  -1.26
H  16.88  -18.25  0.20
H  15.27  -17.88  -3.54
H  16.92  -17.56  -3.28
H  15.75  -16.26  -2.80
H  11.33  -19.26  -2.47
H  11.64  -19.34  -0.79
H  11.64  -17.77  -1.56
H  13.43  -21.02  -1.78
H  13.42  -20.33  -3.42
H  14.89  -20.19  -2.48
H  15.57  -20.30  -0.33
H  16.09  -19.75  1.25
H  14.71  -20.83  1.18
H  13.92  -19.12  2.70
H  12.70  -18.11  1.75
H  14.23  -17.42  2.22
O  12.48  -20.42  -11.30
P  12.46  -20.72  -9.81
N  13.89  -21.35  -9.12
C  15.11  -20.47  -8.98
C  14.18  -22.72  -9.51
N  11.17  -21.82  -9.32
C  9.79  -21.62  -9.88
C  11.18  -22.46  -7.95
N  12.19  -19.33  -8.78
C  12.17  -19.50  -7.33
C  12.06  -18.04  -9.38
H  15.68  -20.52  -9.91
H  15.70  -21.02  -8.24
H  14.81  -19.49  -8.61
H  13.26  -23.29  -9.65
H  14.79  -23.18  -8.73
H  14.77  -22.83  -10.42
H  9.80  -21.46  -10.96
H  9.25  -22.57  -9.85
H  9.28  -20.82  -9.34
H  12.16  -22.29  -7.49
H  10.37  -22.17  -7.28
H  10.98  -23.53  -8.08
H  12.38  -18.63  -6.71
H  11.21  -19.94  -7.04
H  12.93  -20.22  -7.02
H  12.28  -17.24  -8.68
H  11.03  -17.85  -9.68
H  12.67  -17.88  -10.27
C  8.24  -21.86  0.58
C  9.06  -22.97  -0.07
C  8.27  -24.32  0.08
C  7.02  -24.39  -0.80
C  7.37  -24.15  -2.32
C  8.24  -22.87  -2.54
N  9.36  -22.83  -1.50
O  10.34  -21.92  -1.69
C  8.85  -22.92  -4.02
C  7.35  -21.65  -2.46
C  10.37  -23.27  0.72
H  7.17  -22.04  0.52
H  8.44  -20.89  0.14
H  8.36  -21.77  1.66
H  8.92  -25.15  -0.20
H  8.21  -24.50  1.16
H  6.33  -23.60  -0.52
H  6.46  -25.31  -0.62
H  6.48  -24.19  -2.95
H  8.04  -24.93  -2.69
H  9.64  -23.67  -4.03
H  8.09  -23.22  -4.75
H  9.35  -21.98  -4.25
H  7.88  -20.71  -2.34
H  6.69  -21.59  -3.32
H  6.73  -21.60  -1.56
H  10.18  -23.53  1.77
H  11.04  -22.42  0.84
H  10.92  -24.07  0.24
H  11.06  -22.46  -2.03
C  13.73  -33.16  -2.10
C  14.90  -32.50  -2.87
C  15.49  -33.46  -3.92
C  14.68  -33.61  -5.21
C  14.37  -32.19  -5.78
C  13.64  -31.29  -4.79
N  14.41  -31.24  -3.53
O  14.06  -30.21  -2.69
C  13.68  -29.88  -5.53
C  12.15  -31.79  -4.63
C  16.03  -32.01  -1.89
H  13.36  -32.44  -1.36
H  13.96  -34.08  -1.57
H  12.87  -33.40  -2.73
H  16.49  -33.13  -4.22
H  15.46  -34.46  -3.50
H  13.72  -34.11  -5.08
H  15.15  -34.28  -5.93
H  13.78  -32.36  -6.69
H  15.34  -31.81  -6.10
H  14.72  -29.55  -5.50
H  13.32  -30.01  -6.56
H  13.16  -29.11  -4.96
H  11.83  -31.45  -3.64
H  11.65  -31.31  -5.48
H  12.00  -32.87  -4.67
H  16.88  -31.51  -2.36
H  16.41  -32.91  -1.41
H  15.75  -31.25  -1.16
H  13.25  -30.51  -2.27

As for the HOMO-LUMO gap: 7.999 eV. Its SMILES is CN(C)P(=O)(N(C)C)N(C)C.CN(C)P(=O)(N(C)C)N(C)C.CN(C)P(=O)(N(C)C)N(C)C.CN(C)P(=O)(N(C)C)N(C)C.CN(C)P(=O)(N(C)C)N(C)C.CN(C)P(=O)(N(C)C)N(C)C.CC1(C)CCCC(C)(C)N1O.CC1(C)CCCC(C)(C)N1O.CN(C)C=O.CN(C)C=O.CN(C)C=O.CN(C)C=O. The calculation puts the LUMO energy at 0.269 eV. The energy relative to the best compared isomer or geometry (same formula, charge and spin) comes out at 0.000 eV. As for the calculated total energy: -6884.27381 Eh.

Mulliken atomic charge list, values in e, 99 entries: atom 1 (C): 0.7543, atom 2 (O): -0.7108, atom 3 (N): 0.3266, atom 4 (C): 0.2990, atom 5 (C): -1.0891, atom 6 (H): -0.1294, atom 7 (H): 0.7804, atom 8 (H): -0.5681, atom 9 (H): -0.7060, atom 10 (H): 0.1842, atom 11 (H): 0.4136, atom 12 (H): 0.3390, atom 13 (C): 0.2980, atom 14 (O): -0.6734, atom 15 (N): 0.3611, atom 16 (C): -0.7788, atom 17 (C): -1.0717, atom 18 (H): 0.1151, atom 19 (H): 0.3617, atom 20 (H): 0.3122, atom 21 (H): 0.0587, atom 22 (H): 0.3879, atom 23 (H): 0.3760, atom 24 (H): 0.2836, atom 25 (C): -0.1245, atom 26 (O): -0.7086, atom 27 (N): 0.2815, atom 28 (C): -1.0608, atom 29 (C): -0.8857, atom 30 (H): 0.5543, atom 31 (H): 0.4360, atom 32 (H): 0.1362, atom 33 (H): 0.4124, atom 34 (H): 0.2274, atom 35 (H): 0.4290, atom 36 (H): 0.2082, atom 37 (C): 0.0548, atom 38 (O): -0.6237, atom 39 (N): 0.3779, atom 40 (C): -0.9545, atom 41 (C): -0.9563, atom 42 (H): 0.3649, atom 43 (H): 0.2181, atom 44 (H): 0.3405, atom 45 (H): 0.3737, atom 46 (H): 0.3317, atom 47 (H): 0.0354, atom 48 (H): 0.5120, atom 49 (O): -0.8736, atom 50 (P): 0.0773, atom 51 (N): 1.0439, atom 52 (C): -1.2386, atom 53 (C): -1.3475, atom 54 (N): 0.2671, atom 55 (C): -0.6771, atom 56 (C): -1.0561, atom 57 (N): 0.3117, atom 58 (C): -1.2224, atom 59 (C): -1.0441, atom 60 (H): 0.2432, atom 61 (H): 0.0914, atom 62 (H): 0.4185, atom 63 (H): 0.3791, atom 64 (H): 0.4057, atom 65 (H): 0.2489, atom 66 (H): 0.1146, atom 67 (H): 0.2414, atom 68 (H): 0.3866, atom 69 (H): 0.2641, atom 70 (H): 0.3973, atom 71 (H): 0.3173, atom 72 (H): 0.1857, atom 73 (H): 0.3900, atom 74 (H): 0.5083, atom 75 (H): 0.4126, atom 76 (H): 0.3198, atom 77 (H): 0.3144, atom 78 (O): -0.8979, atom 79 (P): 0.5955, atom 80 (N): 0.6399, atom 81 (C): -1.0463, atom 82 (C): -1.0500, atom 83 (N): 0.2904, atom 84 (C): -1.4278, atom 85 (C): -0.6495, atom 86 (N): 0.3731, atom 87 (C): -1.2201, atom 88 (C): -0.7456, atom 89 (H): 0.3412, atom 90 (H): 0.0317, atom 91 (H): 0.3363, atom 92 (H): 0.3003, atom 93 (H): 0.1857, atom 94 (H): 0.3458, atom 95 (H): 0.4807, atom 96 (H): 0.3200, atom 97 (H): 0.5692, atom 98 (H): 0.4153, atom 99 (H): 0.3806

***

Entry 2:
# C66H38F3IN3O14PS

C66H38F3IN3O14PS as an isolated structure (the ωB97M-V functional and the def2-TZVPD basis, the Open Molecules 2025 dataset).

Cartesian coordinates (Å):
O  -3.44  -1.84  2.06
N  -4.30  -1.10  1.88
O  -4.25  -0.49  0.52
C  -4.05  -1.40  -0.48
C  -3.02  -1.29  -1.37
P  -1.79  0.10  -1.29
O  -0.86  -0.42  -0.02
O  -2.67  1.27  -0.60
C  -2.82  -2.28  -2.42
C  -1.71  -2.09  -3.42
C  -1.70  -0.79  -4.22
O  -0.71  -0.31  -4.65
I  -3.61  0.09  -4.64
C  -3.64  -3.36  -2.50
C  -3.52  -4.48  -3.52
O  -2.19  -4.97  -3.75
C  -1.60  -5.61  -2.73
F  -2.44  -6.44  -2.08
F  -0.60  -6.32  -3.21
F  -1.09  -4.77  -1.81
C  -4.72  -3.46  -1.58
N  -5.62  -4.45  -1.54
S  -6.64  -4.11  -0.36
N  -6.02  -2.74  0.19
C  -4.96  -2.49  -0.57
H  -0.67  -1.35  -0.14
H  -2.09  1.93  -0.20
H  -1.73  -2.87  -4.18
H  -0.74  -2.15  -2.93
H  -3.87  -4.12  -4.48
H  -4.19  -5.29  -3.23
C  5.82  3.11  -0.31
C  6.87  3.48  -1.15
C  6.74  3.35  -2.52
C  5.56  2.85  -3.06
C  4.51  2.47  -2.22
C  4.64  2.62  -0.85
C  3.25  1.90  -2.78
O  2.34  1.58  -2.04
C  3.15  1.73  -4.25
C  2.01  1.15  -4.79
C  1.89  0.99  -6.16
C  2.91  1.42  -7.00
C  4.05  1.99  -6.47
C  4.18  2.14  -5.10
C  5.43  2.74  -4.55
O  6.32  3.12  -5.28
H  5.92  3.22  0.76
H  7.79  3.85  -0.73
H  7.55  3.63  -3.18
H  3.82  2.33  -0.20
H  1.21  0.82  -4.13
H  1.00  0.53  -6.57
H  2.81  1.30  -8.07
H  4.85  2.33  -7.12
C  -5.14  4.25  3.69
C  -4.63  3.29  2.83
C  -4.66  3.49  1.46
C  -5.19  4.67  0.95
C  -5.72  5.63  1.81
C  -5.68  5.42  3.19
C  -6.33  6.88  1.29
O  -6.78  7.72  2.04
C  -6.39  7.06  -0.19
C  -7.00  8.20  -0.71
C  -7.05  8.39  -2.08
C  -6.48  7.46  -2.94
C  -5.87  6.33  -2.43
C  -5.83  6.12  -1.05
C  -5.19  4.88  -0.53
O  -4.68  4.07  -1.27
H  -5.11  4.09  4.76
H  -4.22  2.37  3.23
H  -4.27  2.74  0.78
H  -6.08  6.18  3.85
H  -7.44  8.92  -0.03
H  -7.54  9.27  -2.48
H  -6.51  7.62  -4.01
H  -5.42  5.59  -3.09
C  -9.17  -4.38  8.90
C  -8.09  -4.73  9.70
C  -6.83  -4.85  9.15
C  -6.64  -4.62  7.79
C  -7.73  -4.29  6.98
C  -8.99  -4.16  7.54
C  -7.56  -4.08  5.52
O  -8.50  -3.79  4.81
C  -6.20  -4.26  4.94
C  -6.02  -4.12  3.57
C  -4.77  -4.27  3.01
C  -3.67  -4.55  3.82
C  -3.84  -4.69  5.19
C  -5.10  -4.55  5.75
C  -5.27  -4.74  7.22
O  -4.31  -4.98  7.93
H  -10.16  -4.28  9.33
H  -8.24  -4.91  10.75
H  -5.98  -5.12  9.76
H  -9.83  -3.89  6.91
H  -6.88  -3.90  2.94
H  -4.64  -4.16  1.94
H  -2.69  -4.65  3.39
H  -2.99  -4.91  5.83
C  14.90  0.29  1.04
C  15.25  -0.83  0.30
C  14.33  -1.44  -0.53
C  13.04  -0.93  -0.63
C  12.68  0.19  0.13
C  13.61  0.80  0.96
C  11.29  0.73  0.09
O  10.97  1.70  0.74
C  10.30  0.04  -0.79
C  8.99  0.49  -0.81
C  8.05  -0.13  -1.62
C  8.43  -1.20  -2.42
C  9.73  -1.66  -2.40
C  10.67  -1.05  -1.58
C  12.06  -1.58  -1.55
O  12.40  -2.52  -2.24
H  15.62  0.76  1.69
H  16.25  -1.23  0.38
H  14.60  -2.30  -1.12
H  13.32  1.67  1.54
H  8.70  1.33  -0.19
H  7.03  0.23  -1.64
H  7.70  -1.68  -3.06
H  10.04  -2.50  -3.01

As for the HOMO-LUMO gap: 7.519 eV. The calculation puts the LUMO energy at -1.384 eV. The energy relative to the best compared isomer or geometry (same formula, charge and spin) comes out at 0.000 eV. As for the calculated total energy: -5092.41775 Eh.

Mulliken atomic charge list, values in e, 99 entries: atom 1 (O): -0.1588, atom 2 (N): 0.2811, atom 3 (O): -0.3645, atom 4 (C): 0.0545, atom 5 (C): 0.1011, atom 6 (P): 0.5059, atom 7 (O): -0.6131, atom 8 (O): -0.1178, atom 9 (C): 0.7526, atom 10 (C): -0.7794, atom 11 (C): -0.5522, atom 12 (O): -0.4662, atom 13 (I): -0.0263, atom 14 (C): -0.3346, atom 15 (C): -1.5482, atom 16 (O): -0.3809, atom 17 (C): 0.9406, atom 18 (F): -0.2635, atom 19 (F): -0.2701, atom 20 (F): -0.2483, atom 21 (C): 1.2365, atom 22 (N): -0.6682, atom 23 (S): 0.1889, atom 24 (N): -0.5379, atom 25 (C): 0.6074, atom 26 (H): 0.3709, atom 27 (H): 0.3041, atom 28 (H): 0.5542, atom 29 (H): 0.5347, atom 30 (H): 0.3805, atom 31 (H): 0.4511, atom 32 (C): -0.4685, atom 33 (C): -0.5901, atom 34 (C): -0.4996, atom 35 (C): 0.3868, atom 36 (C): -0.0212, atom 37 (C): -0.5551, atom 38 (C): 0.5363, atom 39 (O): -0.7000, atom 40 (C): 0.0949, atom 41 (C): -0.6336, atom 42 (C): -0.4621, atom 43 (C): -0.5100, atom 44 (C): -0.6448, atom 45 (C): 0.3105, atom 46 (C): 0.4592, atom 47 (O): -0.6753, atom 48 (H): 0.4201, atom 49 (H): 0.4167, atom 50 (H): 0.4898, atom 51 (H): 0.4869, atom 52 (H): 0.8751, atom 53 (H): 0.4423, atom 54 (H): 0.3958, atom 55 (H): 0.4829, atom 56 (C): -0.6044, atom 57 (C): -0.5156, atom 58 (C): -0.5808, atom 59 (C): 0.0141, atom 60 (C): 0.4830, atom 61 (C): -0.6898, atom 62 (C): 0.5634, atom 63 (O): -0.6713, atom 64 (C): 0.2113, atom 65 (C): -0.5539, atom 66 (C): -0.4698, atom 67 (C): -0.4982, atom 68 (C): -0.5243, atom 69 (C): 0.0649, atom 70 (C): 0.5025, atom 71 (O): -0.6542, atom 72 (H): 0.3819, atom 73 (H): 0.4496, atom 74 (H): 0.8589, atom 75 (H): 0.4886, atom 76 (H): 0.4724, atom 77 (H): 0.4020, atom 78 (H): 0.3998, atom 79 (H): 0.4884, atom 80 (C): -0.4814, atom 81 (C): -0.4795, atom 82 (C): -0.5622, atom 83 (C): 0.1931, atom 84 (C): 0.1912, atom 85 (C): -0.5562, atom 86 (C): 0.5091, atom 87 (O): -0.6623, atom 88 (C): -0.1296, atom 89 (C): -0.3698, atom 90 (C): -0.1334, atom 91 (C): -0.7307, atom 92 (C): -0.6522, atom 93 (C): 0.1883, atom 94 (C): 0.6490, atom 95 (O): -0.6620, atom 96 (H): 0.4050, atom 97 (H): 0.3988, atom 98 (H): 0.4729, atom 99 (H): 0.4733